one:
C5H11N3O | ωB97M-V with the def2-TZVPD basis set

The LUMO energy is 0.8 eV. The spin multiplicity is 1. The gap between HOMO and LUMO is 9.736 eV. As for the SMILES: NCC(N)=O.CCC#N.

Positions of all 20 atoms, in Å:
1 C 0.470 0.735 -2.248
2 C -0.764 0.232 -1.490
3 N -0.967 -1.104 -1.511
4 N 1.658 -0.089 -2.273
5 O -1.536 0.994 -0.940
6 H -0.270 -1.733 -1.868
7 H -1.754 -1.492 -1.018
8 H 1.510 -0.946 -2.798
9 H 1.947 -0.338 -1.330
10 H 0.149 0.912 -3.278
11 H 0.732 1.703 -1.820
12 C -0.530 0.281 1.790
13 C -0.176 0.254 3.278
14 C 0.524 -0.340 1.041
15 N 1.392 -0.857 0.501
16 H -1.461 -0.259 1.601
17 H -0.661 1.303 1.427
18 H -0.971 0.712 3.858
19 H 0.747 0.801 3.460
20 H -0.041 -0.769 3.618

---

two:
C5H11N3O | ωB97M-V with the def2-TZVPD basis set

The LUMO energy is 0.8 eV. The spin multiplicity is 1. The gap between HOMO and LUMO is 9.123 eV. As for the SMILES: CC(C)/C=C\N=[N+](\N)[O-].

Positions of all 20 atoms, in Å:
1 C -0.906 -1.385 0.658
2 C 0.200 -0.659 0.809
3 C 1.548 1.385 0.303
4 C 2.184 -0.865 -0.798
5 C 1.028 0.018 -0.287
6 N -2.014 -0.998 -0.092
7 N -2.127 0.256 -0.036
8 N -3.225 0.766 -0.580
9 O -1.363 0.943 0.591
10 H -1.225 -2.090 1.403
11 H 0.860 -1.090 1.535
12 H 2.182 0.978 1.140
13 H 0.702 2.045 0.541
14 H 1.967 1.795 -0.575
15 H 1.622 -1.646 -1.299
16 H 2.837 -1.202 0.104
17 H 2.793 -0.096 -1.309
18 H 0.458 0.452 -1.198
19 H -3.751 -0.078 -0.766
20 H -3.771 1.472 -0.145

---

What should be chosen as the least stable of them? Choose two.

---

one:
C5H11N3O | ωB97M-V with the def2-TZVPD basis set

The LUMO energy is 0.8 eV. The spin multiplicity is 1. The gap between HOMO and LUMO is 9.624 eV. As for the SMILES: C[C@@H](N)C(N)=O.CC#N.

Positions of all 20 atoms, in Å:
1 C -0.840 -1.536 -1.952
2 C -0.761 0.119 -0.075
3 C 0.077 -0.981 -0.865
4 N -0.688 1.369 -0.590
5 N 1.324 -0.548 -1.421
6 O -1.590 -0.193 0.757
7 H -1.259 2.100 -0.189
8 H 0.086 1.644 -1.169
9 H 1.191 0.097 -2.193
10 H -1.756 -1.920 -1.510
11 H -0.326 -2.340 -2.479
12 H -1.096 -0.753 -2.664
13 C 0.243 0.792 2.889
14 C 1.161 0.812 1.784
15 N 2.026 0.836 1.026
16 H 1.912 -0.104 -0.710
17 H 0.289 -1.761 -0.125
18 H -0.478 -0.016 2.743
19 H 0.792 0.650 3.821
20 H -0.307 1.733 2.921

---

two:
C5H11N3O | ωB97M-V with the def2-TZVPD basis set

The LUMO energy is 0.7 eV. The spin multiplicity is 1. The gap between HOMO and LUMO is 7.920 eV.

Positions of all 20 atoms, in Å:
1 C 0.589 0.287 1.050
2 C -0.364 0.784 0.147
3 C -0.124 2.218 -0.344
4 C 2.254 -1.288 1.204
5 C -2.105 -0.379 -1.273
6 N -0.087 -1.829 0.665
7 N 0.778 -1.018 1.078
8 N -1.167 -0.159 -0.262
9 O -2.555 0.753 -2.065
10 H 1.154 0.754 1.764
11 H 0.151 2.324 -1.418
12 H 0.672 2.719 0.258
13 H -1.049 2.744 -0.138
14 H 2.851 -1.153 0.293
15 H 2.696 -0.806 2.175
16 H 2.346 -2.452 1.332
17 H -3.037 -0.828 -0.876
18 H -1.812 -1.234 -1.876
19 H 0.435 -2.664 0.427
20 H -1.627 1.227 -2.142

---

three:
C5H11N3O | ωB97M-V with the def2-TZVPD basis set

The LUMO energy is 0.9 eV. The spin multiplicity is 1. The gap between HOMO and LUMO is 9.841 eV. As for the SMILES: [H]/N=C(/CN)ON.C=C=C.

Positions of all 20 atoms, in Å:
1 C -0.934 -0.352 -1.990
2 N -1.967 0.600 -2.362
3 C 0.156 0.258 -1.154
4 N 1.323 0.466 -1.506
5 H -2.441 0.941 -1.534
6 H -1.565 1.385 -2.861
7 H -0.458 -0.746 -2.890
8 H -1.403 -1.174 -1.446
9 C 2.189 0.567 1.754
10 C 1.255 -0.361 1.712
11 N -1.545 0.255 0.656
12 C 0.746 -1.562 1.890
13 O -0.198 0.562 0.255
14 H -1.434 -0.519 1.319
15 H -1.828 1.077 1.188
16 H 3.189 0.330 2.081
17 H 1.922 1.613 1.707
18 H 1.939 0.806 -0.745
19 H 0.466 -2.186 1.048
20 H 0.590 -1.962 2.878

---

What should be chosen as the least stable of them? Choose two.

---

one:
C22H64N8O10 | ωB97M-V with the def2-TZVPD basis set

The LUMO energy is -0.4 eV. The spin multiplicity is 1. The gap between HOMO and LUMO is 8.662 eV. As for the SMILES: NC(N)=O.NC(N)=O.NC(N)=O.NC(N)=O.CC(C)O.CC(C)O.CC(C)O.CC(C)O.CC(C)O.CC(C)O.

Positions of all 104 atoms, in Å:
1 C 8.481 1.725 26.408
2 O 7.734 2.808 26.899
3 N 9.718 1.436 26.742
4 N 8.078 0.911 25.504
5 H 10.182 1.971 27.498
6 H 10.252 0.594 26.367
7 H 7.218 1.206 24.950
8 H 8.210 -0.107 25.362
9 C 12.829 1.197 21.147
10 O 12.236 0.119 20.461
11 N 13.357 2.154 20.466
12 N 12.741 1.355 22.396
13 H 13.576 1.924 19.450
14 H 13.984 2.925 20.798
15 H 12.179 0.614 22.813
16 H 13.117 2.187 22.970
17 C 10.855 -0.427 24.232
18 O 11.175 -0.498 25.593
19 N 11.615 -0.962 23.325
20 N 9.982 0.365 23.717
21 H 12.545 -1.299 23.502
22 H 11.359 -0.999 22.344
23 H 9.326 0.777 24.451
24 H 9.595 0.145 22.818
25 C 14.867 5.189 21.313
26 O 14.499 5.980 22.319
27 N 15.127 3.924 21.418
28 N 15.118 5.705 20.122
29 H 15.067 3.548 22.404
30 H 15.893 3.438 20.780
31 H 14.956 6.780 20.090
32 H 15.264 5.324 19.204
33 C 8.797 2.661 21.180
34 C 8.291 3.515 22.322
35 C 7.031 4.232 21.909
36 O 8.145 3.051 23.472
37 H 9.600 1.982 21.629
38 H 9.098 3.205 20.245
39 H 7.915 2.042 20.890
40 H 9.072 4.316 22.464
41 H 7.256 4.924 21.106
42 H 6.585 4.800 22.587
43 H 6.269 3.550 21.710
44 H 8.935 2.705 23.943
45 C 11.966 7.479 22.946
46 C 12.736 8.168 24.154
47 C 11.784 7.975 25.414
48 O 13.858 7.669 24.462
49 H 11.869 6.466 23.200
50 H 12.512 7.444 21.950
51 H 11.008 7.897 22.759
52 H 12.904 9.179 23.809
53 H 11.607 6.948 25.804
54 H 10.890 8.512 25.284
55 H 12.292 8.400 26.262
56 H 14.223 7.222 23.705
57 C 8.680 6.734 24.126
58 C 7.902 5.972 25.232
59 C 8.434 6.275 26.594
60 O 6.662 6.205 25.239
61 H 8.205 6.556 23.161
62 H 9.716 6.456 24.162
63 H 8.661 7.797 24.313
64 H 8.033 4.972 25.062
65 H 7.808 6.230 27.439
66 H 8.873 7.222 26.625
67 H 9.209 5.557 26.828
68 H 6.126 5.389 25.420
69 C 11.532 5.341 20.118
70 C 10.371 5.864 19.308
71 C 9.615 6.813 20.230
72 O 10.734 6.635 18.428
73 H 12.126 4.537 19.568
74 H 11.027 4.692 20.834
75 H 12.198 6.071 20.499
76 H 9.781 5.098 18.755
77 H 10.274 7.550 20.740
78 H 8.977 6.323 21.041
79 H 8.924 7.490 19.682
80 H 10.796 6.223 17.557
81 C 11.337 3.997 24.127
82 C 12.791 3.908 24.708
83 C 12.922 2.895 25.814
84 O 13.706 3.625 23.847
85 H 10.620 4.618 24.656
86 H 10.915 2.933 24.111
87 H 11.379 4.346 23.036
88 H 13.124 4.855 25.041
89 H 14.013 2.778 26.092
90 H 12.448 1.928 25.561
91 H 12.341 3.191 26.691
92 H 13.896 4.519 23.558
93 C 16.221 1.035 23.339
94 C 15.445 -0.278 23.610
95 C 14.718 -0.278 25.003
96 O 14.567 -0.636 22.852
97 H 17.171 1.094 23.807
98 H 15.629 1.827 23.839
99 H 16.324 1.207 22.224
100 H 16.259 -1.049 23.529
101 H 14.426 -1.316 25.317
102 H 13.795 0.317 25.045
103 H 15.242 0.113 25.835
104 H 13.939 0.126 22.804

---

two:
C22H64N8O10 | ωB97M-V with the def2-TZVPD basis set

The LUMO energy is 0.4 eV. The spin multiplicity is 1. The gap between HOMO and LUMO is 9.970 eV. As for the SMILES: NC(N)=O.NC(N)=O.NC(N)=O.NC(N)=O.CC(C)O.CC(C)O.CC(C)O.CC(C)O.CC(C)O.CC(C)O.

Positions of all 104 atoms, in Å:
1 C 3.118 0.251 -3.539
2 O 4.233 -0.196 -3.427
3 N 2.776 1.563 -3.924
4 N 2.058 -0.500 -3.177
5 H 3.552 2.152 -3.652
6 H 1.935 1.829 -3.438
7 H 2.259 -1.481 -3.054
8 H 1.206 -0.021 -2.880
9 C 0.043 -3.935 -2.293
10 O -0.791 -3.012 -2.444
11 N 1.158 -4.075 -3.023
12 N -0.156 -4.821 -1.330
13 H 1.217 -3.515 -3.835
14 H 1.712 -4.833 -2.709
15 H 0.447 -5.558 -1.120
16 H -0.711 -4.492 -0.511
17 C -1.672 -3.526 1.871
18 O -1.495 -4.372 1.002
19 N -0.655 -2.932 2.491
20 N -2.944 -3.203 2.281
21 H -0.783 -2.255 3.203
22 H 0.321 -3.101 2.402
23 H -3.547 -3.999 1.989
24 H -2.955 -2.979 3.261
25 C -0.621 -0.654 0.039
26 O -0.505 0.325 0.807
27 N -1.777 -1.384 -0.074
28 N 0.465 -0.989 -0.677
29 H -2.427 -1.114 0.649
30 H -1.949 -2.219 -0.667
31 H 1.135 -0.219 -0.861
32 H 0.253 -1.657 -1.354
33 C 3.192 5.375 1.567
34 C 2.269 5.724 2.680
35 C 2.913 6.345 3.926
36 O 1.248 6.738 2.249
37 H 3.981 4.713 1.768
38 H 3.688 6.253 1.261
39 H 2.569 4.926 0.803
40 H 1.659 4.898 3.028
41 H 3.070 7.380 3.753
42 H 3.862 5.946 4.246
43 H 2.243 6.172 4.798
44 H 1.093 6.649 1.311
45 C 1.487 -0.895 5.487
46 C 0.803 0.195 4.736
47 C 1.804 1.029 4.002
48 O -0.122 -0.532 3.881
49 H 2.127 -0.554 6.280
50 H 2.118 -1.450 4.798
51 H 0.687 -1.558 5.878
52 H 0.311 0.851 5.443
53 H 2.701 1.329 4.618
54 H 1.359 1.985 3.625
55 H 2.124 0.431 3.072
56 H -0.348 0.074 3.141
57 C 4.404 -1.064 2.174
58 C 3.287 -1.614 1.403
59 C 3.712 -2.377 0.150
60 O 2.381 -2.408 2.282
61 H 4.031 -0.600 3.089
62 H 4.859 -0.162 1.672
63 H 5.181 -1.827 2.324
64 H 2.522 -0.893 1.100
65 H 2.975 -3.049 -0.205
66 H 4.614 -2.965 0.305
67 H 3.996 -1.703 -0.705
68 H 2.939 -3.146 2.588
69 C -3.607 2.104 -0.454
70 C -2.481 2.934 0.156
71 C -2.452 2.654 1.640
72 O -1.236 2.632 -0.427
73 H -4.575 2.352 -0.040
74 H -3.584 1.046 -0.310
75 H -3.597 2.320 -1.539
76 H -2.632 3.939 -0.054
77 H -1.757 3.293 2.158
78 H -2.198 1.642 1.872
79 H -3.443 2.983 2.056
80 H -0.841 1.785 -0.016
81 C -3.744 -4.396 -2.380
82 C -4.484 -3.004 -2.432
83 C -4.223 -2.615 -3.900
84 O -5.886 -3.108 -2.124
85 H -3.876 -4.846 -1.333
86 H -2.690 -4.290 -2.593
87 H -4.226 -5.139 -3.025
88 H -3.977 -2.295 -1.794
89 H -3.171 -2.564 -4.106
90 H -4.610 -1.582 -3.886
91 H -4.759 -3.222 -4.586
92 H -6.070 -3.915 -1.672
93 C -1.904 1.237 -3.853
94 C -0.567 1.891 -3.958
95 C -0.601 3.381 -4.271
96 O 0.073 1.710 -2.637
97 H -1.859 0.146 -4.210
98 H -2.635 1.710 -4.458
99 H -2.455 1.229 -2.875
100 H 0.057 1.360 -4.681
101 H 0.371 3.835 -4.225
102 H -1.219 3.718 -3.376
103 H -1.202 3.655 -5.184
104 H -0.577 2.122 -2.016

---

three:
C22H64N8O10 | ωB97M-V with the def2-TZVPD basis set

The LUMO energy is -0.1 eV. The spin multiplicity is 1. The gap between HOMO and LUMO is 8.269 eV. As for the SMILES: NC(N)=O.NC(N)=O.NC(N)=O.NC(N)=O.CC(C)O.CC(C)O.CC(C)O.CC(C)O.CC(C)O.CC(C)O.

Positions of all 104 atoms, in Å:
1 C -4.431 -2.591 -0.438
2 C -4.524 -3.946 -1.093
3 C -5.440 -4.919 -0.368
4 O -4.851 -3.822 -2.482
5 H -4.002 -1.816 -1.077
6 H -3.829 -2.561 0.471
7 H -5.431 -2.188 -0.243
8 H -3.515 -4.361 -1.048
9 H -5.152 -5.934 -0.664
10 H -6.520 -4.886 -0.535
11 H -5.391 -4.998 0.722
12 H -5.803 -3.676 -2.554
13 C -1.720 0.498 0.578
14 C -0.328 -0.091 0.426
15 C 0.051 -0.274 -1.027
16 O 0.642 0.776 1.029
17 H -2.497 -0.233 0.349
18 H -1.931 1.398 -0.009
19 H -1.932 0.829 1.600
20 H -0.189 -1.053 0.927
21 H 0.275 0.639 -1.589
22 H -0.633 -0.960 -1.528
23 H 1.058 -0.701 -1.140
24 H 0.317 1.693 0.928
25 C -2.570 -0.955 -3.550
26 C -3.402 -1.382 -4.746
27 C -2.687 -2.534 -5.478
28 O -4.709 -1.805 -4.354
29 H -1.606 -0.630 -3.946
30 H -2.314 -1.838 -2.950
31 H -3.093 -0.303 -2.852
32 H -3.509 -0.559 -5.457
33 H -3.080 -2.776 -6.465
34 H -2.714 -3.427 -4.851
35 H -1.633 -2.297 -5.656
36 H -4.617 -2.049 -3.420
37 C 2.469 3.645 -2.934
38 C 2.517 2.768 -4.191
39 C 1.166 2.064 -4.383
40 O 2.818 3.594 -5.304
41 H 3.427 4.153 -2.798
42 H 2.301 3.129 -1.987
43 H 1.729 4.442 -3.010
44 H 3.293 2.004 -4.081
45 H 0.496 2.237 -3.539
46 H 1.182 1.003 -4.642
47 H 0.609 2.483 -5.228
48 H 3.163 3.039 -6.009
49 C -4.248 3.045 5.126
50 C -3.294 1.905 4.796
51 C -2.356 1.755 6.025
52 O -4.067 0.741 4.559
53 H -4.744 2.849 6.077
54 H -4.973 3.203 4.328
55 H -3.664 3.947 5.323
56 H -2.616 2.075 3.953
57 H -1.891 2.721 6.221
58 H -1.520 1.081 5.817
59 H -2.872 1.371 6.906
60 H -3.519 -0.027 4.751
61 C 3.956 -3.980 -2.823
62 C 4.690 -2.960 -1.962
63 C 4.164 -1.509 -2.047
64 O 4.706 -3.395 -0.609
65 H 3.008 -4.400 -2.476
66 H 4.530 -4.909 -2.892
67 H 3.782 -3.546 -3.809
68 H 5.708 -2.844 -2.346
69 H 3.085 -1.457 -1.886
70 H 4.430 -1.110 -3.026
71 H 4.599 -0.860 -1.286
72 H 5.577 -3.682 -0.325
73 C 3.993 2.769 0.121
74 O 3.431 3.682 0.719
75 N 3.450 1.510 0.072
76 N 5.196 2.821 -0.540
77 H 3.759 0.785 -0.546
78 H 2.649 1.388 0.677
79 H 5.659 3.689 -0.740
80 H 5.295 2.068 -1.194
81 C 2.011 1.424 5.469
82 O 2.410 2.343 6.190
83 N 2.339 0.117 5.662
84 N 1.429 1.657 4.253
85 H 3.062 -0.122 6.312
86 H 2.013 -0.577 4.992
87 H 1.356 2.582 3.856
88 H 1.097 0.872 3.719
89 C -0.080 4.015 2.340
90 O 0.545 4.364 3.349
91 N -1.437 4.070 2.247
92 N 0.578 3.684 1.203
93 H -1.921 4.460 3.035
94 H -1.883 3.921 1.365
95 H 1.579 3.681 1.033
96 H 0.054 3.741 0.340
97 C 1.899 -2.116 2.559
98 O 1.540 -1.373 3.478
99 N 2.825 -1.718 1.651
100 N 1.627 -3.456 2.564
101 H 3.079 -0.755 1.556
102 H 3.405 -2.450 1.282
103 H 1.978 -4.058 1.843
104 H 1.131 -3.864 3.332

---

What should be chosen as the least stable of them? Choose one.